1.
151
Properties=species:S:1:pos:R:3:forces:R:3 method="wB97M-V/def2-TZVPD" homo_ev=-11.4 homo_lumo_gap_ha=0.335 charge=+1 energy_ha=-25992.386432 multiplicity=1
C -0.6632 -2.2330 3.1320 0.1 0.1 -0.3
C 0.4236 -1.2702 3.6043 0.1 0.0 0.0
C 1.3895 -0.8710 2.4719 0.0 0.1 0.2
C 2.8607 -0.8235 2.8971 -0.1 0.2 -0.5
C 3.7995 -0.3129 1.7942 -0.1 -0.1 0.1
C 3.7797 1.2086 1.5786 0.0 -0.2 0.0
C 2.8216 1.7422 0.5134 -0.1 0.2 -0.1
C 3.0124 1.0511 -0.8497 0.1 -0.1 0.1
C 1.9441 0.0196 -1.2163 0.0 0.1 -0.2
C 0.5664 0.6278 -1.4912 -0.1 0.2 0.4
C -0.6029 -0.3033 -1.1521 -0.1 -0.1 -0.3
C -0.4535 -1.7371 -1.7044 0.1 0.0 0.1
C -1.7269 -2.2619 -2.3683 0.0 0.1 0.1
C -2.8999 -2.3636 -1.3833 0.0 -0.4 -0.3
C -4.2707 -2.3519 -2.0656 0.1 0.5 0.0
C -5.4250 -1.9827 -1.1212 0.0 -0.3 -0.2
C -6.5308 -1.2081 -1.8356 0.1 -0.2 -0.1
C -7.7135 -0.9196 -0.9354 -0.1 -0.1 0.0
N -7.4014 0.0589 0.1375 -0.2 -0.2 0.1
C -6.8096 1.3201 0.0268 0.3 0.3 1.5
P -6.3104 2.1803 -1.5169 -0.3 -0.3 -0.3
C -6.2070 3.9362 -0.9494 0.2 0.3 0.2
C -4.8102 4.5680 -1.0050 0.0 -0.2 0.0
C -4.5685 1.6152 -1.7125 0.1 -0.2 0.1
C -4.0974 1.7986 -3.1666 0.3 -0.1 0.2
C -6.7563 1.7933 1.3257 0.1 0.3 -1.1
N -7.3112 0.8618 2.1538 -0.3 -0.7 -0.4
C -7.7104 -0.1964 1.4143 0.3 0.3 -0.1
N -8.3212 -1.3562 1.8491 0.1 0.4 0.5
C -7.3969 -2.3612 2.4366 0.1 -0.1 -0.1
C -7.1419 -2.1557 3.9255 0.2 0.1 0.0
H -1.4615 -2.3684 3.8641 0.1 0.0 0.0
H -1.1154 -1.8598 2.2049 0.0 0.0 0.1
H -0.2320 -3.2105 2.8951 -0.1 0.0 0.1
H 1.0044 -1.7276 4.4142 -0.2 0.0 0.0
H -0.0395 -0.3640 4.0089 0.1 -0.1 0.1
H 1.2857 -1.5867 1.6461 0.1 0.1 0.0
H 1.0946 0.1106 2.0901 0.0 -0.1 -0.1
H 2.9829 -0.1823 3.7780 0.0 -0.2 0.1
H 3.1726 -1.8418 3.1354 0.0 0.0 0.3
H 3.5582 -0.8464 0.8683 0.1 0.0 0.0
H 4.8183 -0.6145 2.0552 -0.1 0.0 0.0
H 3.5801 1.6750 2.5510 0.1 0.1 -0.1
H 4.7845 1.5211 1.2682 0.0 0.0 0.1
H 1.7788 1.6885 0.8460 0.1 -0.1 -0.1
H 3.0324 2.8098 0.3903 -0.1 -0.1 0.1
H 3.0828 1.7920 -1.6489 -0.1 0.0 0.0
H 3.9847 0.5420 -0.8260 -0.1 0.1 -0.1
H 2.2769 -0.5129 -2.1140 0.0 -0.1 0.1
H 1.8598 -0.7257 -0.4183 0.0 0.1 0.0
H 0.4517 1.5369 -0.8861 0.0 -0.1 -0.1
H 0.4952 0.9574 -2.5305 0.1 -0.1 0.0
H -0.7516 -0.3240 -0.0679 0.1 0.0 0.0
H -1.5237 0.1187 -1.5802 0.1 0.1 0.1
H 0.3631 -1.7587 -2.4306 -0.1 -0.1 0.0
H -0.1647 -2.4211 -0.8972 0.0 0.0 -0.1
H -1.9833 -1.5916 -3.2007 -0.1 0.0 0.1
H -1.5346 -3.2421 -2.8154 0.0 0.0 0.0
H -2.8538 -1.5445 -0.6588 0.0 0.0 0.0
H -2.7864 -3.3041 -0.8297 0.0 0.2 0.2
H -4.4780 -3.3070 -2.5539 0.0 0.0 0.0
H -4.2358 -1.6018 -2.8688 0.0 -0.1 0.0
H -5.0208 -1.3993 -0.2848 -0.1 0.0 0.0
H -5.8697 -2.8994 -0.7135 0.1 0.1 0.2
H -6.1260 -0.2961 -2.2764 -0.2 -0.1 -0.1
H -6.8999 -1.8013 -2.6801 0.0 0.0 0.1
H -7.9812 -1.8372 -0.4111 -0.1 0.1 0.0
H -8.6050 -0.5862 -1.4734 0.2 0.2 0.0
H -6.8983 4.4997 -1.5804 0.1 -0.1 0.0
H -6.5866 4.0319 0.0690 -0.1 0.0 -0.1
H -4.3226 4.4038 -1.9696 -0.1 0.1 0.1
H -4.1506 4.1435 -0.2444 -0.1 0.1 0.0
H -4.8822 5.6414 -0.8276 0.0 0.0 0.0
H -4.5776 0.5532 -1.4551 0.2 0.1 0.0
H -3.8929 2.0830 -0.9945 -0.1 0.1 -0.1
H -4.1857 0.8614 -3.7218 -0.2 0.1 0.0
H -4.6571 2.5708 -3.6971 0.0 0.0 0.0
H -3.0391 2.0699 -3.1908 -0.1 0.0 0.0
H -6.3871 2.7386 1.6932 -0.1 -0.2 0.0
H -7.4295 0.9268 3.1516 0.0 0.0 0.0
H -9.0375 -1.1087 2.5244 -0.2 -0.2 -0.1
H -7.8172 -3.3481 2.2406 0.0 0.1 0.0
H -6.4548 -2.2846 1.8871 -0.1 -0.2 -0.1
H -6.8406 -3.0920 4.3955 0.0 0.0 0.0
H -8.0369 -1.7909 4.4357 0.0 -0.2 0.0
H -6.3366 -1.4366 4.1079 -0.1 0.0 0.0
C 5.8909 -4.3656 2.6632 0.0 0.0 0.0
Cl 4.2598 -4.1623 2.0144 0.0 0.0 -0.1
Cl 6.8850 -5.2330 1.4918 0.0 0.0 0.0
Cl 6.5987 -2.7819 2.9829 0.0 0.0 0.0
Cl 5.8032 -5.2835 4.1684 0.0 0.0 0.0
C 2.5343 0.5746 -5.4692 0.0 0.0 0.1
Cl 0.9993 -0.2147 -5.0742 -0.1 0.0 -0.1
Cl 2.5483 1.0336 -7.1688 0.0 0.0 0.0
Cl 2.7322 2.0158 -4.4644 -1.0 -0.2 0.2
Cl 3.8515 -0.5503 -5.1294 -0.1 0.1 0.0
C -9.7374 0.6305 -4.8329 0.1 -0.1 0.1
Cl -8.4979 1.2469 -3.7167 -0.1 0.1 -0.2
Cl -10.6210 1.9657 -5.5560 0.0 0.0 0.0
Cl -8.9545 -0.3321 -6.0866 0.0 0.0 0.0
Cl -10.8422 -0.4000 -3.9109 -0.2 0.1 0.0
C 1.7021 -6.9872 2.9060 0.0 0.0 0.0
Cl 0.5729 -8.2544 3.3884 0.0 0.0 0.0
Cl 1.5134 -5.5957 3.9834 0.0 0.0 0.0
Cl 3.3537 -7.5899 3.0077 0.0 -0.1 0.0
Cl 1.3555 -6.4879 1.2448 0.0 0.0 0.0
C 4.8383 5.3536 -1.3349 -0.1 0.0 0.1
Cl 5.3270 4.2885 -0.0083 0.1 0.0 -0.2
Cl 6.0378 5.3122 -2.6160 0.1 0.0 0.0
Cl 3.2878 4.8023 -1.9882 -0.1 -0.1 0.0
Cl 4.6509 6.9929 -0.7097 0.0 0.0 0.0
C 4.6861 3.9877 4.8464 0.1 0.0 0.0
Cl 5.4663 2.5116 5.4313 0.0 0.0 0.0
Cl 2.9373 3.8419 5.0621 -0.1 0.0 0.0
Cl 5.2876 5.3760 5.7466 0.0 -0.2 0.0
Cl 5.0351 4.2086 3.1292 0.0 0.0 0.1
C 7.4266 -3.7133 -5.0193 -0.1 0.0 0.0
Cl 7.0268 -4.5502 -3.5184 0.0 0.0 0.0
Cl 9.0028 -2.9458 -4.8633 -0.1 0.1 0.0
Cl 7.4390 -4.8748 -6.3527 0.0 0.0 0.0
Cl 6.1967 -2.4807 -5.3483 0.2 -0.1 0.0
C 6.5184 8.1864 8.8299 0.0 0.0 0.0
Cl 5.4256 8.0778 7.4421 0.0 0.2 0.1
Cl 7.8873 9.2202 8.4209 0.0 0.0 0.0
Cl 5.6477 8.8693 10.2033 0.0 0.0 0.0
Cl 7.0974 6.5692 9.2380 0.0 0.0 0.0
C 6.9644 2.1069 -4.9095 0.1 0.2 -0.1
Cl 5.3730 2.7986 -5.2276 0.8 0.1 -0.2
Cl 7.3338 0.8930 -6.1323 0.0 0.0 0.0
Cl 8.1797 3.3892 -4.9602 0.1 0.0 0.0
Cl 6.9646 1.3599 -3.3086 0.0 0.0 0.0
C 12.3888 -5.1075 -7.2100 0.0 0.0 0.0
Cl 10.7020 -5.2805 -6.7178 0.1 -0.1 -0.1
Cl 12.6548 -3.4636 -7.8014 0.0 0.0 0.0
Cl 13.4407 -5.4103 -5.8246 0.0 0.0 0.0
Cl 12.7560 -6.2616 -8.4933 0.0 0.0 0.0
C -8.7031 -4.5306 -4.9323 0.0 0.0 0.0
Cl -8.3383 -6.1087 -4.2365 0.0 0.0 0.0
Cl -9.5922 -3.5524 -3.7531 0.1 -0.1 0.0
Cl -7.1910 -3.7067 -5.3426 0.0 0.0 0.0
Cl -9.6811 -4.7209 -6.3811 0.0 0.0 0.0
C 2.6713 8.5093 4.3501 0.0 0.0 0.0
Cl 3.7724 9.8509 4.6573 0.0 0.0 0.0
Cl 2.5157 7.5218 5.8067 -0.1 0.1 0.0
Cl 1.0826 9.1417 3.8981 0.0 0.0 0.0
Cl 3.3042 7.5107 3.0383 0.0 0.0 0.0
C 6.9451 -2.3805 7.1904 0.0 0.0 0.0
Cl 7.6795 -1.7956 8.6829 0.0 0.0 0.0
Cl 6.6357 -1.0117 6.1125 0.0 0.0 0.0
Cl 8.0336 -3.5241 6.4035 0.0 0.1 0.0
Cl 5.4144 -3.1836 7.5580 0.0 0.0 0.0

2.
103
Properties=species:S:1:pos:R:3:forces:R:3 method="wB97M-V/def2-TZVPD" homo_ev="-13.2 / -13.2" homo_lumo_gap_ha="0.197 / 0.196" charge=+2 energy_ha=-2553.756965 multiplicity=1
Pd -0.2209 0.2884 0.0315 1.4 0.0 -0.3
N -1.0159 0.4198 2.0200 0.6 -0.1 -0.2
C -2.3402 -0.0222 2.5651 -0.1 -0.1 0.0
C -2.7266 -1.4262 2.1338 0.1 0.1 -0.1
C -3.1922 -1.4644 0.6675 0.0 0.0 0.0
C -2.2831 -2.2669 -0.2303 -0.1 0.1 0.0
N -0.8876 -1.7604 -0.1148 -0.3 0.5 0.1
H -0.2817 -0.0500 2.5469 0.0 0.0 0.2
H -0.9225 1.4151 2.2131 -0.1 0.0 0.0
H -3.0899 0.6945 2.2370 0.0 0.0 0.0
H -2.2566 0.0496 3.6511 0.0 0.0 0.0
H -3.5123 -1.7925 2.7927 0.0 0.1 0.0
H -1.8721 -2.0900 2.3109 -0.1 -0.1 0.0
H -3.2102 -0.4499 0.2690 -0.1 0.0 0.0
H -4.2127 -1.8375 0.5887 0.0 -0.1 0.0
H -2.6018 -2.1893 -1.2658 0.0 0.0 -0.1
H -2.2719 -3.3278 0.0344 0.0 0.0 0.0
H -0.2986 -2.1963 -0.8219 0.0 0.1 -0.1
H -0.5084 -2.0712 0.7763 0.1 -0.1 -0.1
C 3.3680 1.3129 -3.9973 0.0 0.0 0.0
C 2.4421 2.0767 -3.0391 0.0 0.0 -0.1
C 2.9683 3.5055 -2.8809 0.0 0.1 -0.2
C 1.0007 2.0186 -3.5335 0.1 0.1 -0.1
C 0.6033 2.8403 -4.5864 0.0 0.0 0.0
C -0.6870 2.8081 -5.0806 0.0 -0.1 0.0
C -1.6023 1.9042 -4.5652 0.1 0.0 0.0
C -1.2497 1.0325 -3.5449 0.0 -0.1 -0.1
C -2.1766 -0.1070 -3.1823 0.0 -0.1 -0.1
C -3.6607 0.2121 -3.3526 0.0 0.0 0.0
C -1.8111 -1.3295 -4.0404 0.0 0.0 0.0
C 0.0445 1.1348 -3.0121 0.0 0.0 0.0
N 0.4632 0.2207 -1.9623 -0.5 -0.1 0.4
C 1.1988 -0.7620 -2.3564 0.0 -0.3 0.0
C 1.8167 -1.8192 -1.6246 -0.1 0.0 -0.1
C 2.3145 -2.8818 -2.4178 0.1 -0.1 0.0
C 3.0265 -3.9140 -1.8729 0.0 0.0 -0.1
C 3.3030 -3.8707 -0.5019 0.0 0.1 0.1
C 2.8543 -2.8362 0.2865 0.1 -0.1 0.0
C 2.0603 -1.7903 -0.2322 0.0 0.1 0.1
N 1.5929 -0.8067 0.6080 -0.9 -0.5 -0.1
C 2.4545 -0.4476 1.6690 0.0 0.1 0.2
C 2.2122 -0.8396 3.0105 0.0 -0.2 -0.1
C 3.1294 -0.4614 3.9841 0.1 0.0 0.0
C 4.2741 0.2494 3.6628 -0.1 0.0 0.0
C 4.5242 0.5919 2.3459 0.0 0.0 -0.1
C 3.6286 0.2655 1.3361 -0.1 0.3 0.1
C 3.9395 0.6915 -0.0871 0.1 0.0 0.1
C 4.1825 2.1998 -0.1967 0.1 -0.1 0.0
C 5.1474 -0.0781 -0.6338 0.0 0.0 0.0
C 1.1061 -1.8019 3.4259 0.1 0.1 0.0
C 1.6685 -3.1882 3.7693 0.0 0.0 0.0
C 0.3126 -1.2888 4.6360 -0.1 0.0 -0.1
H 4.3776 1.2582 -3.5876 0.0 0.0 0.0
H 3.4248 1.8270 -4.9579 0.0 0.0 0.0
H 3.0293 0.2952 -4.1946 0.0 0.0 0.0
H 2.4879 1.5927 -2.0581 0.0 0.1 -0.2
H 2.9273 4.0564 -3.8180 0.0 0.0 -0.1
H 4.0150 3.4845 -2.5750 -0.2 0.1 -0.2
H 2.4123 4.0745 -2.1353 0.3 -0.1 -0.4
H 1.3181 3.5174 -5.0306 0.0 0.0 0.0
H -0.9740 3.4693 -5.8872 0.0 0.0 0.0
H -2.5948 1.8531 -4.9902 0.0 0.0 0.0
H -2.0036 -0.3536 -2.1359 0.0 0.0 0.1
H -3.9524 0.1925 -4.4031 0.0 0.0 0.0
H -3.9199 1.1890 -2.9454 0.0 0.0 0.0
H -4.2662 -0.5393 -2.8420 0.0 0.0 0.0
H -1.8709 -1.0716 -5.0984 0.0 0.0 0.0
H -2.5051 -2.1552 -3.8684 0.0 0.0 0.1
H -0.7982 -1.6913 -3.8477 0.0 0.0 0.0
H 1.3738 -0.8090 -3.4288 -0.1 0.0 0.0
H 2.1298 -2.8640 -3.4858 0.0 0.0 0.0
H 3.3886 -4.7223 -2.4913 0.0 0.0 0.0
H 3.8889 -4.6586 -0.0457 0.0 0.0 0.0
H 3.1025 -2.8180 1.3365 0.1 0.0 0.0
H 2.9729 -0.7656 5.0108 0.0 0.0 0.0
H 4.9791 0.5191 4.4380 0.0 0.0 0.0
H 5.4348 1.1224 2.0998 0.0 0.0 0.0
H 3.0759 0.4551 -0.7123 0.1 -0.1 0.1
H 5.0065 2.5239 0.4386 0.0 0.0 0.0
H 3.2979 2.7747 0.0819 0.2 -0.1 -0.1
H 4.4453 2.4583 -1.2243 0.1 -0.2 0.4
H 6.0637 0.2215 -0.1224 0.0 0.0 0.0
H 5.2781 0.1298 -1.6970 0.0 0.0 0.0
H 5.0300 -1.1551 -0.5099 0.0 0.0 0.0
H 0.4501 -1.9390 2.5594 -0.1 0.0 0.0
H 2.3088 -3.1288 4.6499 0.0 0.0 0.0
H 2.2555 -3.6102 2.9570 0.0 0.0 0.0
H 0.8563 -3.8818 3.9932 0.0 0.0 0.0
H 0.9332 -1.3181 5.5303 0.0 0.0 0.0
H -0.5517 -1.9249 4.8350 0.0 0.0 0.0
H -0.0230 -0.2527 4.5327 0.0 0.0 0.0
I -2.2470 2.0259 -0.3597 -0.1 -0.1 -0.2
I 2.3899 3.8230 3.9139 0.0 0.0 0.0
C 1.7270 3.5508 1.9713 0.0 0.0 0.0
C 1.7191 4.5871 1.0471 -0.1 0.0 0.0
C 1.2738 4.3279 -0.2376 -0.1 0.1 0.3
C 0.8329 3.0619 -0.5691 -0.1 -0.1 0.2
N 0.8368 2.0708 0.3301 -0.7 -0.1 0.2
C 1.2657 2.3079 1.5769 0.1 0.1 0.0
H 2.0508 5.5783 1.3263 0.0 0.0 0.0
H 1.2468 5.1098 -0.9835 -0.1 0.0 0.1
H 0.4646 2.8336 -1.5589 -0.1 0.1 0.2
H 1.2492 1.4884 2.2788 0.1 0.0 0.0